Record 1
Density functional theory data (ωB97M-V/def2-TZVPD) for 15 unconnected molecules or ions with the total composition C41H94F36N8O11P5S2 at a distorted geometry.

Last column: Löwdin spin population.
Cartesian coordinates (Å):
C (-0.68219, -27.79340, 7.36076)  0.000
C (-1.28445, -28.99032, 8.09111)  0.000
O (-1.79732, -29.88578, 7.43007)  0.000
N (-1.04340, -29.08759, 9.59747)  0.000
H (-1.00875, -28.23256, 10.13395)  0.000
H (-1.83886, -29.52895, 10.03626)  0.000
C (0.12428, -30.00985, 9.89610)  0.000
H (-0.63954, -26.82772, 7.86450)  0.000
H (-1.25383, -27.65862, 6.44252)  0.000
H (0.32114, -28.08611, 7.05131)  0.000
H (1.03767, -29.53643, 9.53592)  0.000
H (-0.01263, -31.00663, 9.47685)  0.000
H (0.18849, -30.01528, 10.98419)  0.000
C (-0.67410, -25.71763, -1.16560)  0.000
C (-1.92693, -26.48128, -1.72222)  0.000
O (-2.12133, -27.69761, -1.69144)  0.000
N (-3.04708, -25.64841, -2.41395)  0.000
H (-3.87550, -25.66582, -1.83643)  0.000
H (-2.89452, -24.65023, -2.39247)  0.000
C (-3.26040, -26.18451, -3.87356)  0.000
H (-0.92249, -25.48734, -0.12956)  0.000
H (-0.63413, -24.73628, -1.63830)  0.000
H (0.11831, -26.44736, -1.33200)  0.000
H (-2.61051, -27.00911, -4.16643)  0.000
H (-3.29253, -25.32873, -4.54790)  0.000
H (-4.21349, -26.71181, -3.91444)  0.000
C (4.36293, -30.92566, 2.89700)  0.000
C (5.22301, -29.62555, 2.72900)  0.000
O (6.21266, -29.53431, 2.06214)  0.000
N (4.72435, -28.43970, 3.59918)  0.000
H (4.71766, -28.70361, 4.57407)  0.000
H (5.37871, -27.67147, 3.55736)  0.000
C (3.39867, -27.83642, 3.05756)  0.000
H (3.29972, -30.68765, 2.92883)  0.000
H (4.83148, -31.28034, 3.81503)  0.000
H (4.56390, -31.59904, 2.06377)  0.000
H (3.31833, -26.88618, 3.58549)  0.000
H (2.57217, -28.42623, 3.45397)  0.000
H (3.39273, -27.65469, 1.98285)  0.000
C (-0.06110, -34.86151, -1.79105)  0.000
C (-1.21952, -35.36719, -1.01122)  0.000
O (-2.41117, -35.06516, -1.17841)  0.000
N (-0.88080, -36.51555, 0.00153)  0.000
H (-1.06125, -37.41386, -0.42340)  0.000
H (0.10456, -36.40750, 0.19515)  0.000
C (-1.77445, -36.37329, 1.30975)  0.000
H (-0.27508, -35.22197, -2.79723)  0.000
H (0.94149, -35.14512, -1.47091)  0.000
H (-0.14794, -33.77985, -1.89379)  0.000
H (-1.49498, -37.13078, 2.04203)  0.000
H (-2.82997, -36.34900, 1.03884)  0.000
H (-1.57611, -35.36824, 1.68211)  0.000
C (-4.83871, -30.76748, 6.77573)  0.000
C (-6.36499, -30.58969, 6.97051)  0.000
O (-7.18241, -30.69828, 6.07301)  0.000
N (-6.85442, -30.41259, 8.40036)  0.000
H (-7.86334, -30.36658, 8.40722)  0.000
H (-6.68609, -31.27274, 8.90229)  0.000
C (-6.32071, -29.07244, 9.00623)  0.000
H (-4.73913, -31.04601, 5.72663)  0.000
H (-4.44885, -31.64650, 7.28899)  0.000
H (-4.30988, -29.86900, 7.09376)  0.000
H (-6.51349, -28.14075, 8.47435)  0.000
H (-5.27134, -29.32471, 9.15880)  0.000
H (-6.67732, -28.76694, 9.98990)  0.000
C (0.89694, -38.47006, 4.21148)  0.000
C (1.47068, -37.35263, 5.06650)  0.000
C (0.76894, -36.03953, 4.79049)  0.000
N (1.09829, -35.01072, 5.90632)  0.000
C (2.59540, -34.62321, 6.01950)  0.000
C (0.19131, -33.71380, 5.67494)  0.000
C (-0.60691, -33.54263, 7.02147)  0.000
C (0.15497, -34.38783, 8.07044)  0.000
C (0.62616, -35.57026, 7.32073)  0.000
H (-0.10732, -38.71994, 4.55370)  0.000
H (1.54848, -39.31229, 4.44442)  0.000
H (0.96201, -38.34792, 3.13030)  0.000
H (2.54337, -37.30288, 4.87947)  0.000
H (1.46159, -37.59331, 6.12955)  0.000
H (-0.30000, -36.18896, 4.94263)  0.000
H (0.89720, -35.65074, 3.78031)  0.000
H (2.79107, -34.20799, 5.03085)  0.000
H (3.18919, -35.42813, 6.45264)  0.000
H (2.66548, -33.85812, 6.79270)  0.000
H (0.86476, -32.86286, 5.57273)  0.000
H (-0.42524, -33.78052, 4.77856)  0.000
H (-0.75229, -32.50762, 7.33085)  0.000
H (-1.64287, -33.88133, 7.00798)  0.000
H (0.94681, -33.74199, 8.44988)  0.000
H (-0.51434, -34.70687, 8.86940)  0.000
H (1.46292, -36.05533, 7.82336)  0.000
H (-0.19826, -36.23448, 7.06139)  0.000
C (-3.00111, -31.88420, -1.55734)  0.000
C (-2.57141, -30.92902, -0.43592)  0.000
C (-1.67686, -31.49610, 0.60460)  0.000
N (-1.35639, -30.56068, 1.82288)  0.000
C (-0.65447, -29.29368, 1.38995)  0.001
C (-0.50780, -31.26041, 2.90378)  0.000
C (-0.68584, -30.36921, 4.14659)  0.000
C (-1.93838, -29.53982, 3.86988)  0.000
C (-2.60784, -30.02361, 2.56216)  0.000
H (-3.50965, -32.79498, -1.24116)  0.000
H (-2.07542, -32.09349, -2.09344)  0.000
H (-3.67729, -31.31377, -2.19410)  0.000
H (-3.34187, -30.37047, 0.09561)  0.000
H (-2.04770, -30.12199, -0.94830)  0.000
H (-0.74148, -31.98093, 0.32514)  0.000
H (-2.21944, -32.31121, 1.08344)  0.000
H (-1.19084, -28.49735, 0.87394)  0.000
H (0.15807, -29.64217, 0.75242)  0.000
H (-0.23497, -28.74797, 2.23513)  0.000
H (0.49441, -31.22590, 2.47658)  0.000
H (-0.87307, -32.26515, 3.11630)  0.000
H (0.14312, -29.68632, 4.33261)  0.000
H (-0.93734, -30.99210, 5.00500)  0.000
H (-1.57728, -28.51147, 3.88413)  0.000
H (-2.64915, -29.62338, 4.69203)  0.000
H (-3.03154, -29.21530, 1.96615)  0.000
H (-3.29350, -30.86100, 2.69151)  0.000
C (-6.12930, -35.24075, 0.18155)  0.000
C (-5.50360, -35.53922, -1.15491)  0.000
C (-6.60290, -35.85742, -2.24778)  0.000
N (-5.99632, -36.05411, -3.65104)  0.000
C (-5.40333, -34.78174, -4.24484)  0.000
C (-7.13904, -36.53092, -4.58689)  0.000
C (-6.78114, -37.92984, -5.05003)  0.000
C (-5.26859, -38.02685, -4.94735)  0.000
C (-4.94352, -37.23171, -3.72087)  0.000
H (-6.77649, -36.05093, 0.51749)  0.000
H (-6.70447, -34.32172, 0.29405)  0.000
H (-5.25415, -35.18921, 0.82927)  0.000
H (-4.89754, -36.44412, -1.11101)  0.000
H (-4.88546, -34.69043, -1.44738)  0.000
H (-7.47114, -35.22418, -2.43022)  0.000
H (-6.93595, -36.87463, -2.04172)  0.000
H (-6.22431, -34.06480, -4.25556)  0.000
H (-5.07747, -34.99419, -5.26306)  0.000
H (-4.57080, -34.41409, -3.64501)  0.000
H (-7.09135, -35.90863, -5.48052)  0.000
H (-8.13922, -36.49852, -4.15481)  0.000
H (-7.34506, -38.27473, -5.91672)  0.000
H (-7.26846, -38.58106, -4.32439)  0.000
H (-4.71002, -37.62329, -5.79189)  0.000
H (-5.07844, -39.09949, -4.91009)  0.000
H (-3.92524, -36.85126, -3.64047)  0.000
H (-5.08584, -37.83277, -2.82278)  0.000
C (-5.34610, -27.73935, 0.61274)  0.000
F (-4.79158, -28.54691, -0.33439)  0.000
F (-6.16570, -28.47921, 1.38887)  0.000
F (-4.31116, -27.17164, 1.27749)  0.000
S (-6.37129, -26.33166, -0.28954)  0.000
O (-6.94327, -25.53208, 0.80358)  0.000
O (-5.33014, -25.57977, -1.04896)  0.000
O (-7.34278, -26.93325, -1.17842)  0.000
C (3.92951, -27.81802, -1.13903)  -0.010
F (4.03303, -27.58449, -2.47827)  -0.002
F (5.10530, -27.71185, -0.53727)  -0.002
F (3.15026, -26.89935, -0.54316)  -0.002
S (3.17290, -29.65272, -0.90931)  -0.057
O (4.32262, -30.51822, -1.17345)  0.491
O (2.81643, -29.85648, 0.52483)  0.347
O (2.09469, -29.86908, -1.83510)  0.237
P (-2.11087, -32.46988, -5.84813)  0.000
F (-3.11614, -33.77405, -6.00007)  0.000
F (-3.02574, -32.08307, -4.50281)  0.000
F (-1.07640, -33.29936, -4.87366)  0.000
F (-1.20666, -31.09895, -5.68522)  0.000
F (-1.34070, -32.84914, -7.17375)  0.000
F (-3.30365, -31.69889, -6.74589)  0.000
P (2.87829, -30.10397, 6.69377)  0.000
F (1.29217, -30.58226, 6.98491)  0.000
F (2.91207, -29.29766, 8.09024)  0.000
F (3.58167, -31.36925, 7.44914)  0.000
F (4.32717, -29.40787, 6.30959)  0.000
F (2.98796, -30.96649, 5.28326)  0.000
F (2.22763, -28.80641, 5.97063)  0.000
P (-7.70525, -31.72704, -1.55609)  0.000
F (-8.23985, -33.04692, -2.38354)  0.000
F (-9.25554, -31.19690, -1.69644)  0.000
F (-8.27234, -32.40440, -0.25948)  0.000
F (-7.15413, -30.38585, -0.84213)  0.000
F (-6.21614, -32.49879, -1.41967)  0.000
F (-7.28900, -31.13091, -3.02013)  0.000
P (-0.44695, -25.66019, 3.42890)  0.000
F (-1.45972, -26.49777, 2.44332)  0.000
F (0.60844, -25.76260, 2.18719)  0.000
F (-1.03692, -24.22530, 2.90273)  0.000
F (0.82097, -24.93725, 4.17230)  0.000
F (-1.46301, -25.62808, 4.78209)  0.000
F (0.12847, -27.06191, 3.98267)  0.000
P (-3.66015, -34.12035, 4.43990)  0.000
F (-4.40709, -33.18235, 3.32623)  0.000
F (-2.88313, -32.81098, 5.06280)  0.000
F (-4.90502, -33.87356, 5.51211)  0.000
F (-3.02753, -35.09940, 5.51606)  0.000
F (-4.43802, -35.42106, 3.83977)  0.000
F (-2.41382, -34.30144, 3.49667)  0.000

Frontier orbital gap (alpha / beta) ... 5.11 / 1.46 eV
2S+1 ... 2
Charge ... +2
E_tot ... -244433.576 eV

***

Record 2
Density functional theory data (ωB97M-V/def2-TZVPD) for 14 unconnected molecules or ions with the total composition C6H38NO14 at a distorted geometry.

Last column: Löwdin charge in e.
Cartesian coordinates (Å):
O (-2.38159, -2.04582, 0.73244)  0.071
C (-2.19522, -0.88897, 0.88388)  -0.241
C (-1.01674, -0.22161, 0.18351)  -0.188
C (-1.26434, 1.26559, -0.15567)  -0.100
C (-1.10004, 2.29490, 1.05310)  -0.150
C (0.61476, 4.12177, 1.71147)  -0.009
C (0.23081, 3.05841, 1.01259)  -0.200
N (-0.62397, -0.99119, -1.09188)  0.209
H (-2.57978, -0.28461, 1.67284)  0.065
H (-0.22516, -0.38815, 1.01051)  0.176
H (-2.34606, 1.29438, -0.52297)  0.155
H (-0.79211, 1.54065, -0.92548)  0.000
H (-1.90494, 3.04471, 1.14735)  0.113
H (-1.01801, 1.93919, 2.16658)  0.135
H (1.49100, 4.65505, 1.61082)  0.029
H (-0.20087, 4.56502, 2.25659)  0.057
H (1.05365, 2.62750, 0.27644)  0.108
H (-1.34128, -1.01715, -1.77809)  0.108
H (-0.43712, -1.98542, -0.90397)  0.129
H (0.22261, -0.51463, -1.44215)  0.083
H (-0.92623, -3.65281, -2.73177)  0.043
H (0.35353, -2.88458, -3.31526)  0.095
O (-0.38226, -2.85923, -2.63909)  -0.079
H (-1.31844, -1.39046, 4.00442)  0.021
H (-1.98005, -2.40511, 3.12160)  0.092
O (-1.36341, -1.66793, 3.15938)  0.010
H (-4.23451, 0.47282, 3.14338)  0.089
H (-3.15861, 1.51917, 3.33473)  -0.023
O (-3.34317, 0.77094, 2.91397)  0.006
H (2.02896, -0.30186, -2.13424)  0.043
H (1.30655, 0.49279, -3.27582)  0.106
O (1.28914, -0.45466, -2.78656)  -0.108
H (4.73747, -0.09805, 0.39933)  0.007
H (4.93935, 0.95312, 1.64573)  0.066
O (4.88547, 0.80303, 0.67780)  -0.058
H (1.80322, 0.07217, 3.32296)  0.067
H (2.47396, 1.56034, 3.56256)  0.030
O (2.64778, 0.64802, 3.30428)  -0.091
H (2.23608, 2.20350, -2.61530)  0.114
H (1.16065, 3.32884, -2.80291)  0.086
O (1.52062, 2.55705, -3.30618)  -0.114
H (-0.09214, 1.98039, -3.80394)  0.070
H (-1.62799, 2.16135, -4.14054)  0.001
O (-1.08512, 1.81650, -3.47394)  -0.088
H (-2.78468, 0.17355, -4.06443)  0.111
H (-3.23615, -1.26816, -3.58304)  0.009
O (-3.29529, -0.36542, -3.29137)  -0.106
H (2.20001, 0.12705, -0.35128)  -0.006
H (3.06588, 1.37346, -0.24282)  0.052
O (2.25467, 1.02417, -0.64976)  -0.067
H (2.81011, -2.05068, 0.99610)  0.022
H (3.80655, -2.43525, 0.01887)  0.052
O (3.18685, -1.74372, 0.18547)  -0.011
H (0.15046, -2.35887, 2.57984)  -0.054
H (1.07635, -3.53963, 2.78047)  0.002
O (1.01177, -2.63766, 2.74488)  0.011
H (-2.85415, -4.52291, -0.48156)  0.073
H (-1.52170, -5.10550, -0.30470)  0.059
O (-1.92712, -4.36538, -0.79919)  -0.079

Frontier orbital gap ... 9.54 eV
Charge ... +1
E_tot ... -36984.847 eV
ΔE to the lowest compared entry with this formula, charge and spin ... 636.8 kJ/mol